Version 1
The following is a quantum chemistry calculation of C4H8O3 in the gas phase, from OMol25.

Last columns: bonded neighbours and bond lengths (Å).
CARTESIAN COORDINATES (ANGSTROEM)
1 C -0.91 -1.47 0.07  C2 1.520, H8 1.093, H9 1.096, H10 1.096
2 C -0.49 -0.27 -0.75  C1 1.520, O3 1.403, C4 1.556, H11 1.103
3 O -1.54 0.66 -0.70  C2 1.403, H12 0.971
4 C 0.82 0.42 -0.26  C2 1.556, O5 1.405, C6 1.513, H13 1.103
5 O 0.83 1.75 -0.69  C4 1.405, H14 0.976
6 C 1.01 0.38 1.24  C4 1.513, O7 1.211, H15 1.105
7 O 1.12 1.40 1.89  C6 1.211
8 H -1.75 -1.97 -0.41  C1 1.093
9 H -0.10 -2.20 0.19  C1 1.096
10 H -1.24 -1.14 1.06  C1 1.096
11 H -0.30 -0.58 -1.79  C2 1.103
12 H -1.15 1.50 -1.00  O3 0.971
13 H 1.68 -0.13 -0.69  C4 1.103
14 H 0.93 2.28 0.12  O5 0.976
15 H 1.09 -0.62 1.72  C6 1.105

Results
LUMO level	0.73	eV
HOMO energy	-10.26	eV
M	104.10	g mol⁻¹
total charge	0
multiplicity	1
structure (SMILES)	C[C@@H](O)[C@@H](O)C=O


Version 2
The following is a quantum chemistry calculation of 2 unconnected molecules or ions with the total composition C4H8O3, from OMol25.

Last columns: bonded neighbours and bond lengths (Å).
CARTESIAN COORDINATES (ANGSTROEM)
1 C -0.61 -2.50 0.73  C2 1.784, H5 1.066, H6 1.113, H7 1.112
2 C -0.50 -0.84 0.08  C1 1.784, C3 1.478, H8 1.077, H9 1.095
3 C -0.32 0.15 1.17  C2 1.478, O4 1.225, H10 1.098
4 O 0.16 1.28 1.19  C3 1.225
5 H 0.41 -2.70 0.98  C1 1.066
6 H -0.98 -3.25 0.00  C1 1.113
7 H -1.28 -2.60 1.61  C1 1.112
8 H -1.46 -1.32 0.04  C2 1.077
9 H 0.13 -0.76 -0.81  C2 1.095
10 H -0.67 -0.27 2.12  C3 1.098
11 O 0.82 1.10 -1.88  C12 1.210
12 C 1.04 2.29 -1.80  O11 1.210, O13 1.322, H14 1.100
13 O 0.94 3.02 -0.70  C12 1.322, H15 0.993
14 H 1.37 2.90 -2.65  C12 1.100
15 H 0.65 2.42 0.03  O13 0.993

Results
LUMO level	0.62	eV
HOMO energy	-10.04	eV
M	104.10	g mol⁻¹
total charge	0
multiplicity	1
structure (SMILES)	CCC=O.O=CO


On energetic grounds, version 1 is preferred over the next structure by 1.497 eV.